# 1
Computed, not measured: C45H32HgNOP2S as an isolated structure, with ωB97M-V/def2-TZVPD.

Positions of all 83 atoms, in Å:
Hg -1.205 1.620 -0.839
O -0.273 -3.844 0.788
S -0.376 -2.470 0.223
C -1.726 -1.698 1.143
C -2.934 -2.366 1.293
C -3.844 -1.942 2.243
C -3.525 -0.877 3.076
C -2.323 -0.210 2.923
C -1.413 -0.583 1.933
P 0.146 0.362 1.624
C 1.205 -0.357 2.936
C 2.093 -1.353 2.532
C 2.892 -2.002 3.463
C 2.822 -1.649 4.803
C 1.951 -0.646 5.209
C 1.144 -0.005 4.282
C -0.219 2.034 2.276
C -1.475 2.636 2.284
C -1.615 3.978 2.618
C -0.506 4.737 2.950
C 0.753 4.149 2.937
C 0.894 2.816 2.595
C -1.063 -2.679 -1.430
C -1.807 -3.819 -1.692
C -2.295 -4.043 -2.969
C -2.007 -3.142 -3.981
C -1.199 -2.041 -3.734
C -0.693 -1.799 -2.459
P 0.402 -0.364 -2.118
C 1.989 -1.109 -1.621
C 2.335 -2.442 -1.821
C 3.565 -2.915 -1.385
C 4.458 -2.061 -0.754
C 4.119 -0.729 -0.555
C 2.887 -0.257 -0.979
C 0.775 0.258 -3.793
C 1.666 -0.397 -4.645
C 1.907 0.093 -5.918
C 1.261 1.243 -6.355
C 0.382 1.905 -5.513
C 0.144 1.417 -4.235
H -3.156 -3.231 0.683
H -4.789 -2.457 2.352
H -4.217 -0.567 3.849
H -2.085 0.618 3.578
H 2.162 -1.625 1.484
H 3.569 -2.781 3.138
H 3.448 -2.150 5.529
H 1.898 -0.364 6.253
H 0.470 0.779 4.608
H -2.356 2.069 2.009
H -2.599 4.428 2.608
H -0.616 5.782 3.207
H 1.629 4.735 3.184
H 1.885 2.374 2.571
H -1.962 -4.537 -0.897
H -2.888 -4.924 -3.175
H -2.384 -3.311 -4.981
H -0.945 -1.375 -4.548
H 1.643 -3.123 -2.303
H 3.819 -3.957 -1.533
H 5.414 -2.434 -0.410
H 4.809 -0.061 -0.056
H 2.610 0.777 -0.800
H 2.179 -1.289 -4.307
H 2.603 -0.421 -6.569
H 1.452 1.626 -7.349
H -0.112 2.810 -5.842
H -0.523 1.961 -3.577
N 3.277 10.665 -1.937
C 2.777 9.636 -1.823
C 2.150 8.350 -1.680
C 2.865 7.284 -1.137
C 2.261 6.049 -1.003
C 0.937 5.856 -1.406
C 0.230 6.933 -1.949
C 0.829 8.170 -2.086
C 0.312 4.576 -1.259
C -0.212 3.489 -1.136
H 3.891 7.431 -0.826
H 2.809 5.216 -0.583
H -0.795 6.786 -2.260
H 0.281 9.002 -2.506

Values from the calculation:
Calculated total energy (eV): -84305.94981
2S+1: 2
Orbital gap (alpha / beta) (Eh): 0.256 / 0.265
Charge: 0

Partial charges, Löwdin, in e: Hg 0.67; O -0.48; S 0.91; C -0.36; C -0.06; C -0.06; C -0.06; C -0.10; C -0.37; P 1.01; C -0.36; C -0.10; C -0.07; C -0.08; C -0.08; C -0.09; C -0.43; C -0.16; C -0.08; C -0.08; C -0.08; C -0.11; C -0.37; C -0.08; C -0.06; C -0.07; C -0.07; C -0.36; P 0.99; C -0.41; C -0.10; C -0.07; C -0.08; C -0.08; C -0.11; C -0.38; C -0.08; C -0.08; C -0.08; C -0.07; C -0.11; H 0.11; H 0.11; H 0.11; H 0.10; H 0.07; H 0.11; H 0.10; H 0.10; H 0.11; H 0.08; H 0.11; H 0.10; H 0.10; H 0.11; H 0.11; H 0.11; H 0.11; H 0.10; H 0.11; H 0.11; H 0.10; H 0.11; H 0.10; H 0.10; H 0.10; H 0.10; H 0.11; H 0.05; N 0.15; C -0.19; C -0.24; C -0.03; C -0.02; C -0.26; C -0.02; C -0.03; C -0.17; C -0.21; H 0.12; H 0.12; H 0.12; H 0.12

---

# 2
Computed, not measured: C45H33F3IrNO3P2S6 as an isolated structure, with ωB97M-V/def2-TZVPD.

Positions of all 94 atoms, in Å:
Ir 0.511 0.876 -1.332
S 2.232 2.976 1.410
P 1.349 1.301 1.939
C 0.088 0.789 0.802
P -1.637 0.489 1.034
S -2.653 1.197 -0.485
C -1.888 -1.301 1.263
C -0.990 -2.073 1.989
C -1.250 -3.412 2.230
C -2.402 -3.995 1.722
C -3.288 -3.235 0.973
C -3.034 -1.891 0.746
C -2.310 1.222 2.565
C -2.854 0.470 3.598
C -3.471 1.102 4.670
C -3.540 2.484 4.719
C -2.990 3.241 3.691
C -2.383 2.612 2.620
C 2.484 -0.115 2.112
C 3.525 0.010 3.030
C 4.415 -1.031 3.221
C 4.267 -2.209 2.496
C 3.234 -2.335 1.580
C 2.343 -1.288 1.383
C 0.800 1.437 3.691
C 0.672 2.688 4.280
C 0.334 2.804 5.620
C 0.131 1.669 6.389
C 0.269 0.415 5.813
C 0.603 0.302 4.474
H -0.074 -1.632 2.353
H -0.537 -4.006 2.787
H -2.594 -5.048 1.885
H -4.176 -3.692 0.555
H -3.716 -1.287 0.162
H -2.808 -0.612 3.565
H -3.898 0.508 5.468
H -4.021 2.974 5.556
H -3.039 4.322 3.725
H -1.983 3.197 1.799
H 3.638 0.935 3.586
H 5.226 -0.926 3.931
H 4.965 -3.024 2.641
H 3.125 -3.240 0.998
H 1.557 -1.384 0.645
H 0.854 3.568 3.675
H 0.233 3.786 6.066
H -0.126 1.759 7.437
H 0.122 -0.478 6.407
H 0.748 -0.682 4.050
F -2.161 3.858 -5.380
C -0.944 4.329 -5.045
F -0.895 5.598 -5.522
F -0.046 3.631 -5.755
C -0.700 4.287 -3.565
C -0.583 5.464 -2.851
C -0.358 5.428 -1.483
C -0.246 4.189 -0.880
N -0.360 3.057 -1.559
C -0.585 3.061 -2.886
S -0.688 1.478 -3.563
H -0.655 6.410 -3.370
H -0.257 6.332 -0.902
H -0.062 4.088 0.181
O 2.248 2.188 -2.263
C 3.121 1.537 -1.647
O 2.832 0.535 -0.956
H 4.174 1.847 -1.722
O 0.349 -1.190 -1.681
C 0.354 -1.987 -2.831
C 0.304 -3.431 -2.350
C -0.158 -4.547 -2.980
C 0.069 -5.732 -2.228
C 0.699 -5.480 -1.048
S 1.005 -3.809 -0.835
C 1.626 -1.848 -3.673
C 2.316 -0.723 -4.003
C 3.427 -0.973 -4.854
C 3.560 -2.290 -5.164
S 2.345 -3.234 -4.415
C -0.854 -1.744 -3.719
C -0.913 -1.628 -5.075
C -2.238 -1.455 -5.556
C -3.153 -1.454 -4.550
S -2.417 -1.648 -3.019
H -0.654 -4.517 -3.939
H -0.233 -6.718 -2.551
H 0.976 -6.187 -0.284
H 2.040 0.268 -3.689
H 4.083 -0.197 -5.220
H 4.309 -2.762 -5.778
H -0.035 -1.639 -5.705
H -2.487 -1.314 -6.598
H -4.219 -1.310 -4.620

Values from the calculation:
Calculated total energy (eV): -149414.88429
2S+1: 6
Orbital gap (alpha / beta) (Eh): 0.240 / 0.235
Charge: -1

Partial charges, Löwdin, in e: Ir 1.36; S 0.30; P 0.41; C -0.55; P 0.39; S 0.32; C -0.34; C -0.09; C -0.08; C -0.09; C -0.07; C -0.10; C -0.34; C -0.07; C -0.09; C -0.09; C -0.08; C -0.11; C -0.35; C -0.09; C -0.09; C -0.09; C -0.08; C -0.11; C -0.34; C -0.11; C -0.08; C -0.09; C -0.08; C -0.09; H 0.07; H 0.10; H 0.10; H 0.10; H 0.07; H 0.10; H 0.10; H 0.10; H 0.10; H 0.09; H 0.11; H 0.10; H 0.10; H 0.07; H 0.06; H 0.06; H 0.10; H 0.10; H 0.10; H 0.10; F 0.13; C -0.60; F 0.11; F 0.13; C -0.12; C -0.01; C -0.05; C -0.15; N -0.11; C -0.69; S 0.70; H 0.12; H 0.10; H 0.06; O -0.14; C -0.57; O -0.13; H 0.14; O -0.38; C -0.60; C -0.51; C -0.16; C -0.19; C -0.41; S 1.09; C -0.43; C -0.12; C -0.18; C -0.43; S 1.06; C -0.52; C -0.14; C -0.19; C -0.41; S 1.03; H 0.12; H 0.09; H 0.06; H 0.06; H 0.10; H 0.05; H 0.11; H 0.09; H 0.06

---

# 3
Computed, not measured: C45H34LaNOP2S as an isolated structure at a distorted geometry, with ωB97M-V/def2-TZVPD.

Positions of all 85 atoms, in Å:
La 1.384 0.345 -0.456
S -0.487 3.833 -2.606
C -1.482 3.754 -1.193
C -1.038 3.063 -0.141
C 0.246 2.433 -0.435
C 0.720 2.783 -1.689
C 1.917 2.469 -2.359
C 2.272 3.131 -3.518
C 3.594 3.160 -3.905
C 4.543 2.411 -3.185
C 4.117 1.606 -2.180
N 2.748 1.518 -1.895
H -2.379 4.390 -1.146
H -1.556 2.832 0.806
H 1.476 3.688 -4.040
H 3.896 3.691 -4.809
H 5.587 2.476 -3.450
H 4.728 0.819 -1.782
O -1.350 -1.565 1.531
C -1.123 -1.652 2.874
C -1.353 -2.784 3.719
C -0.748 -2.935 4.920
C 0.042 -1.846 5.406
C 0.208 -0.643 4.695
C -0.497 -0.516 3.454
P -0.075 0.942 2.414
C 1.693 0.705 2.542
C 2.256 -0.546 2.080
C 3.545 -0.527 1.494
C 4.285 0.659 1.307
C 3.811 1.808 1.953
C 2.630 1.784 2.676
C -0.318 2.387 3.438
C -0.966 2.382 4.668
C -0.994 3.524 5.428
C -0.463 4.746 4.949
C 0.054 4.719 3.673
C 0.182 3.568 2.892
C -2.120 -2.493 0.763
C -3.245 -3.102 1.258
C -4.040 -3.981 0.518
C -3.681 -4.240 -0.801
C -2.575 -3.583 -1.353
C -1.801 -2.604 -0.624
P -0.671 -1.629 -1.630
C -1.849 -0.695 -2.612
C -2.424 0.449 -1.948
C -3.428 1.204 -2.573
C -4.035 0.777 -3.720
C -3.570 -0.389 -4.311
C -2.505 -1.138 -3.763
C 0.165 -2.696 -2.889
C 0.812 -2.185 -3.991
C 1.727 -2.955 -4.722
C 1.972 -4.303 -4.363
C 1.253 -4.890 -3.331
C 0.405 -4.055 -2.552
H -1.901 -3.597 3.248
H -0.983 -3.840 5.458
H 0.704 -2.070 6.226
H 0.826 0.145 5.142
H 1.683 -1.445 2.239
H 3.965 -1.489 1.213
H 5.177 0.662 0.753
H 4.401 2.670 1.849
H 2.342 2.663 3.280
H -1.524 1.537 5.002
H -1.477 3.507 6.364
H -0.543 5.667 5.453
H 0.450 5.607 3.234
H 0.672 3.631 1.924
H -3.469 -2.826 2.308
H -4.833 -4.436 1.083
H -4.307 -4.836 -1.478
H -2.244 -3.813 -2.365
H -2.162 0.722 -0.904
H -3.637 2.224 -2.188
H -4.911 1.248 -4.141
H -3.999 -0.767 -5.202
H -2.231 -2.157 -4.184
H 0.446 -1.261 -4.392
H 2.172 -2.525 -5.612
H 2.745 -4.868 -4.950
H 1.317 -5.948 -3.127
H -0.171 -4.507 -1.722

Values from the calculation:
Calculated total energy (eV): -81010.81691
Orbital gap (Eh): 0.261
Charge: +2

Partial charges, Löwdin, in e: La 1.87; S 1.07; C -0.42; C -0.23; C -0.38; C -0.51; C -0.39; C -0.02; C 0.01; C -0.03; C -0.08; N -0.15; H 0.10; H 0.10; H 0.10; H 0.14; H 0.12; H 0.11; O -0.05; C -0.25; C -0.02; C -0.04; C -0.05; C -0.08; C -0.28; P 1.08; C -0.42; C -0.20; C -0.15; C -0.09; C -0.04; C -0.03; C -0.38; C -0.08; C -0.04; C -0.02; C -0.07; C -0.13; C -0.20; C -0.03; C -0.02; C -0.05; C -0.07; C -0.27; P 0.97; C -0.38; C -0.09; C -0.08; C -0.06; C -0.05; C -0.07; C -0.40; C -0.13; C -0.05; C -0.06; C -0.05; C -0.08; H 0.11; H 0.12; H 0.10; H 0.12; H 0.11; H 0.12; H 0.10; H 0.11; H 0.12; H 0.11; H 0.10; H 0.10; H 0.11; H 0.09; H 0.13; H 0.12; H 0.12; H 0.10; H 0.10; H 0.11; H 0.12; H 0.10; H 0.13; H 0.10; H 0.11; H 0.13; H 0.11; H 0.10

---

charge of number 2 (C45H33F3IrNO3P2S6)?
-1

---

Which value of charge does entry 2 give?
-1